230
Properties=species:S:1:pos:R:3:forces:R:3:lowdin_charge:R:1 method="wB97M-V/def2-TZVPD" de_lowest_kj_mol=591.0 largest_force_ev_per_a=5.579 homo_energy_ha=-0.2888 total_energy_ev=-116275.450
C 2.789099 2.549128 -1.835975 0.291 -0.242 0.357 -0.026
C 4.196955 1.913188 -1.565439 -1.157 -1.561 -0.418 -0.470
C 4.607356 1.379332 -2.978644 0.544 0.773 0.415 -0.029
C 5.234897 2.878004 -0.963722 0.516 -0.969 -0.834 -0.108
C 6.497043 2.213973 -0.319390 -2.465 0.260 -1.043 -0.158
C 6.050532 1.066492 0.590152 0.919 0.111 0.258 -0.125
C 4.977966 0.032217 0.041671 1.653 -0.089 -0.043 -0.433
C 5.765022 -1.001319 -0.837519 0.297 0.105 -0.175 -0.019
C 4.405542 -0.732289 1.259367 -0.699 0.142 -0.249 -0.027
N 3.924140 0.808547 -0.628074 0.012 -0.357 1.840 -0.069
O 2.825729 -0.081507 -0.971561 1.175 0.913 -0.527 -0.028
H 2.196227 1.659313 -2.047718 -0.334 0.456 -0.631 0.060
H 2.288541 3.055404 -1.010614 0.423 -0.013 0.564 0.068
H 2.744543 3.263086 -2.658404 0.279 -0.245 -0.176 0.080
H 5.656755 1.095716 -3.058772 0.110 0.051 0.211 0.066
H 4.026561 0.523906 -3.323641 -0.283 0.231 0.200 0.074
H 4.460430 2.251340 -3.615911 0.030 -0.305 -0.549 0.077
H 5.573229 3.293943 -1.912725 0.068 1.319 0.399 0.111
H 4.757466 3.554245 -0.254601 0.040 0.211 -0.309 0.099
H 7.107811 1.829269 -1.136130 0.095 -0.198 0.015 0.102
H 7.080459 3.005437 0.151046 -0.008 -0.252 0.377 0.109
H 5.767683 1.368697 1.598496 -0.525 0.551 -0.168 0.099
H 7.048502 0.671455 0.780179 -0.272 -1.374 0.181 0.108
H 6.628559 -1.319498 -0.253422 0.050 -0.025 0.082 0.078
H 6.168375 -0.598541 -1.766601 -0.022 0.409 0.076 0.061
H 5.291682 -1.929856 -1.156695 -0.739 0.134 0.315 0.064
H 4.021823 -0.044235 2.012653 -0.108 0.129 -0.116 0.061
H 5.074026 -1.414132 1.785009 0.594 0.195 -0.348 0.091
H 3.569729 -1.353446 0.937380 -0.014 0.224 0.041 0.041
H 2.122373 0.450272 -0.591943 -0.283 -0.437 0.230 0.050
C -2.350070 8.307036 -2.595201 0.005 -0.094 -0.376 -0.044
C -1.955116 7.208670 -1.585406 2.322 1.031 -0.028 -0.454
C -2.670144 7.545618 -0.262417 0.846 -1.942 -0.068 -0.038
C -2.329547 5.781896 -2.139343 -0.714 2.499 1.633 -0.147
C -1.404933 5.154329 -3.132588 0.243 -0.029 0.793 -0.171
C 0.096771 5.223180 -2.633275 -2.577 1.487 -1.597 -0.107
C 0.506924 6.683468 -2.277306 0.430 -0.894 -0.548 -0.499
C 1.959747 6.566141 -1.713440 -1.294 0.366 1.086 -0.036
C 0.643202 7.586351 -3.524175 0.299 0.090 0.092 -0.034
N -0.437930 7.190838 -1.255299 -0.232 -1.440 -0.382 -0.085
O 0.115402 8.390492 -0.698160 -1.121 -0.154 -0.285 -0.032
H -3.304434 8.738392 -2.293145 0.092 0.233 0.044 0.075
H -1.591931 9.085738 -2.678670 -0.137 0.067 0.241 0.080
H -2.532188 7.931951 -3.602297 0.225 -0.201 -0.113 0.074
H -2.220648 8.354200 0.313992 -0.410 0.458 -0.566 0.081
H -3.746435 7.598459 -0.426419 0.098 0.353 0.229 0.088
H -2.450329 6.661452 0.335933 -0.375 -0.136 0.469 0.068
H -2.491983 5.107651 -1.298455 0.088 0.006 0.184 0.109
H -3.309396 6.118754 -2.477755 -0.404 -1.113 -0.661 0.116
H -1.748762 4.120098 -3.117112 0.367 -0.300 -0.600 0.093
H -1.551351 5.546102 -4.139151 0.257 0.083 0.001 0.111
H 0.569056 4.991131 -3.587846 1.053 -0.710 0.665 0.116
H 0.159986 4.551779 -1.776932 0.662 -0.051 -0.201 0.098
H 1.926383 5.908241 -0.845023 0.066 -0.244 0.077 0.065
H 2.210226 7.544657 -1.303733 0.518 -0.033 -0.368 0.074
H 2.687481 6.164482 -2.418546 -0.206 0.262 -0.147 0.086
H 1.097718 8.514434 -3.177503 -0.325 0.299 -0.033 0.084
H -0.253500 7.800882 -4.105548 -0.069 -0.104 0.264 0.067
H 1.389385 7.195142 -4.215752 -0.033 -0.352 -0.022 0.082
H -0.018612 8.164342 0.225146 0.358 0.430 0.292 0.089
C -0.893463 3.771957 4.059525 0.266 0.357 0.941 -0.050
C 0.493601 4.365360 3.738623 0.795 -0.191 0.339 -0.437
C 0.357192 5.123383 2.352918 0.478 -0.713 1.195 -0.026
C 0.910957 5.415399 4.872507 -2.010 -0.014 -2.112 -0.135
C 2.372359 5.805097 4.915588 -0.794 -0.882 0.195 -0.187
C 3.257360 4.591100 4.978449 0.030 -1.036 -1.449 -0.127
C 2.961561 3.595986 3.751972 0.651 -0.057 0.719 -0.415
C 3.511563 4.121101 2.363169 0.002 -0.126 0.159 -0.027
C 3.810333 2.324944 4.106780 -0.598 -0.456 -0.035 -0.046
N 1.506877 3.252678 3.784169 0.437 1.112 1.447 -0.114
O 1.171346 2.127565 3.022426 0.147 0.591 -0.189 -0.012
H -1.597070 4.569668 4.297659 -0.159 0.397 -0.824 0.079
H -1.269694 3.096638 3.291081 0.002 0.152 0.052 0.077
H -0.924381 3.292165 5.037758 0.598 -0.686 -0.138 0.083
H -0.645196 5.550508 2.382400 0.110 0.130 -0.510 0.073
H 1.116634 5.896155 2.233833 -0.113 0.110 0.048 0.059
H 0.495829 4.426967 1.525952 -0.351 -0.028 -0.157 0.067
H 0.439788 6.313109 4.472253 -0.287 0.361 0.011 0.102
H 0.304378 5.304684 5.771336 0.758 -0.789 0.483 0.113
H 2.484688 6.287947 3.944840 0.705 0.614 0.329 0.103
H 2.423383 6.444283 5.797034 0.731 0.430 -0.361 0.117
H 3.132221 4.049356 5.915967 -0.243 -0.143 -0.065 0.116
H 4.326849 4.781088 4.887935 0.047 0.451 0.072 0.111
H 4.585699 4.304316 2.335276 0.278 -0.401 0.629 0.079
H 3.168878 5.056847 1.921533 -0.792 0.021 0.411 0.061
H 3.366987 3.340168 1.616620 -0.182 -0.148 -0.125 0.057
H 4.879986 2.516844 4.191173 -0.036 0.458 -0.045 0.083
H 3.724371 1.468484 3.438072 -0.234 0.392 -0.590 0.043
H 3.493957 1.867274 5.044085 -0.177 0.435 0.308 0.080
H 1.356950 2.417182 2.126168 -0.089 -0.428 -0.792 0.063
C 0.187052 -4.211409 0.011701 1.564 -0.749 -1.835 -0.020
C 1.511696 -4.577735 -0.780169 0.397 1.624 1.331 -0.422
C 1.622865 -4.015413 -2.227501 -1.061 -1.163 0.748 -0.012
C 2.607014 -3.850642 0.163707 1.125 -1.752 -1.705 -0.109
C 3.967886 -4.482396 -0.105185 0.432 -0.915 0.735 -0.211
C 4.006642 -5.993224 0.158140 -0.786 0.847 -0.589 -0.108
C 2.927836 -6.784411 -0.730455 1.240 0.776 0.211 -0.469
C 3.464527 -6.997145 -2.163408 0.417 0.354 0.806 -0.028
C 2.778145 -8.096152 0.011790 -1.663 -1.212 -0.791 -0.062
N 1.623004 -6.058675 -0.762324 2.538 1.219 2.044 -0.139
O 0.592011 -6.743815 -1.401468 -0.027 0.091 0.008 -0.002
H -0.590953 -4.547264 -0.673872 -0.728 0.466 0.526 0.076
H 0.250973 -4.814811 0.917196 -0.371 0.099 0.001 0.071
H 0.256964 -3.149479 0.247311 -0.645 -0.094 -0.132 0.060
H 0.826830 -4.521954 -2.773267 -0.254 0.126 -0.276 0.071
H 1.448995 -2.940810 -2.283149 0.412 0.022 -0.006 0.075
H 2.530238 -4.403820 -2.690002 0.221 0.658 0.081 0.062
H 2.920506 -2.826771 -0.039995 -1.689 0.429 -0.461 0.086
H 2.308892 -3.931828 1.208996 0.157 -0.105 -0.057 0.082
H 4.373775 -4.335157 -1.106016 -0.777 0.135 -0.630 0.097
H 4.755203 -3.935881 0.413991 0.029 -0.187 0.831 0.097
H 3.831553 -6.259412 1.200535 -0.265 0.315 0.120 0.093
H 5.052286 -6.250140 -0.011316 -0.154 -0.879 -0.514 0.116
H 2.674504 -7.380682 -2.809055 0.222 -0.046 -0.085 0.084
H 4.352123 -7.629094 -2.133017 -0.217 -0.486 -0.113 0.081
H 3.867729 -6.050759 -2.523801 -0.351 0.123 -0.284 0.059
H 2.116459 -8.747844 -0.558805 -0.057 -0.202 -0.459 0.073
H 2.185193 -8.010568 0.922379 0.590 0.412 0.447 0.086
H 3.672911 -8.707066 0.131255 0.257 0.540 0.225 0.090
H 0.127786 -7.014679 -0.606023 -0.682 -0.452 -0.337 0.103
C -3.054497 -1.968978 1.563778 0.292 0.027 -0.575 -0.018
C -4.557262 -2.249959 1.513464 0.053 1.466 0.851 -0.505
C -4.993398 -2.215242 0.069688 -0.465 0.356 -0.526 -0.046
C -4.875925 -3.655519 2.012266 0.821 -0.699 0.704 -0.129
C -4.656679 -3.810618 3.567227 1.474 -0.280 -3.886 -0.166
C -5.588929 -2.821292 4.045456 -2.643 1.215 2.030 -0.175
C -5.435664 -1.278856 3.705694 1.744 -1.162 -0.319 -0.476
C -6.682369 -0.574495 4.127385 -0.321 0.508 0.884 -0.045
C -4.180631 -0.705974 4.411713 -0.359 0.552 0.062 -0.018
N -5.316209 -1.192578 2.238195 -1.105 -3.414 0.730 -0.146
O -5.465260 0.036257 1.651388 1.138 1.337 -0.080 0.001
H -2.571515 -2.818981 1.081790 0.442 0.307 -0.401 0.088
H -2.946830 -1.034616 1.012888 0.415 -0.104 -0.343 0.073
H -2.501594 -1.787519 2.485439 -0.707 -0.306 0.395 0.059
H -6.076811 -2.111621 0.009839 -0.251 -0.545 0.127 0.093
H -4.667171 -1.330599 -0.477190 0.605 -0.108 -0.038 0.067
H -4.676160 -3.140405 -0.411492 -0.017 0.225 -0.328 0.096
H -5.885958 -3.960019 1.738013 -0.232 0.228 0.194 0.120
H -4.233430 -4.311095 1.424455 0.251 -0.150 0.071 0.112
H -4.808378 -4.853293 3.846353 -0.305 0.223 0.333 0.121
H -3.614446 -3.554663 3.757870 0.138 -0.065 0.273 0.098
H -5.750133 -3.053451 5.098168 0.225 1.134 0.663 0.122
H -6.583285 -3.080596 3.681949 -0.205 -0.038 -0.426 0.119
H -6.554172 0.495675 4.289831 0.128 0.163 -0.643 0.085
H -6.937765 -0.893416 5.137920 -0.360 -0.431 -0.076 0.087
H -7.466894 -0.777438 3.398385 -0.171 0.082 0.301 0.094
H -3.959456 0.245698 3.928495 0.255 0.048 -0.081 0.083
H -3.293529 -1.338977 4.390193 -0.156 -0.084 -0.191 0.050
H -4.360628 -0.455132 5.457077 -0.218 -0.184 0.140 0.082
H -6.109653 -0.042334 0.944150 -0.402 -0.251 0.119 0.095
C -5.641374 1.221909 -5.528876 -0.269 -0.580 -0.414 -0.017
C -4.851321 0.113750 -4.789455 1.075 0.058 1.129 -0.411
C -3.649099 0.875579 -4.033476 -0.482 0.141 -0.061 -0.035
C -5.706912 -0.674509 -3.703437 1.127 1.388 -1.191 -0.127
C -6.664133 -1.666625 -4.363835 0.992 -0.346 -1.095 -0.146
C -5.833174 -2.585840 -5.330436 0.121 -0.373 1.684 -0.139
C -4.880235 -1.918843 -6.331338 -3.830 -0.251 -1.255 -0.524
C -3.906709 -2.955234 -6.814852 0.314 0.442 -0.545 -0.040
C -5.871758 -1.538983 -7.589589 2.156 0.918 -0.216 -0.015
N -4.191922 -0.863914 -5.692824 -0.812 0.138 2.079 -0.147
O -3.408612 -0.207444 -6.605738 1.120 0.780 -0.910 0.002
H -5.227796 2.197685 -5.274094 -0.166 -0.009 -0.352 0.076
H -5.596954 1.010372 -6.597226 0.511 0.483 -0.089 0.070
H -6.720124 1.245299 -5.374378 -0.044 -0.173 0.649 0.079
H -2.773464 0.344961 -3.659571 -0.247 -1.024 -0.378 0.048
H -3.196945 1.665600 -4.633089 -0.297 -0.032 -0.358 0.071
H -4.002376 1.376106 -3.131936 -0.573 0.145 0.018 0.074
H -4.959714 -1.086353 -3.025080 -0.097 -0.893 -0.151 0.096
H -6.121551 0.118738 -3.081384 -0.741 -0.039 -0.162 0.110
H -7.192123 -2.268198 -3.623951 0.032 -0.077 -0.076 0.105
H -7.405476 -1.223775 -5.028974 -0.175 0.658 0.428 0.101
H -6.482539 -3.278050 -5.866434 -0.093 0.130 -0.047 0.116
H -5.230879 -3.211239 -4.671490 0.248 -0.209 0.107 0.110
H -3.221582 -3.183711 -5.998451 -0.216 -0.626 0.077 0.091
H -3.284783 -2.552414 -7.614241 -0.088 0.013 -0.210 0.083
H -4.494210 -3.773156 -7.231927 0.438 -0.377 0.301 0.093
H -6.664256 -0.812970 -7.408071 -0.370 -0.592 0.513 0.064
H -6.151279 -2.382000 -8.221480 -0.555 -0.402 0.780 0.073
H -5.291551 -1.002145 -8.340097 0.557 0.341 0.096 0.064
H -2.555960 -0.607715 -6.420359 0.415 0.428 -0.348 0.098
C 3.139007 -4.810767 3.651431 1.239 0.167 2.083 -0.008
C 2.844245 -4.098586 5.094071 0.455 -0.501 -0.242 -0.385
C 3.689736 -4.683201 6.315630 -0.620 -1.311 -0.850 -0.050
C 3.186987 -2.560061 5.081341 -1.486 -0.115 0.946 -0.133
C 2.128074 -1.687125 4.406745 0.455 0.283 0.462 -0.161
C 0.795751 -1.958093 5.097422 -0.742 -0.232 -0.226 -0.129
C 0.332970 -3.426734 5.033547 0.186 -0.646 1.451 -0.515
C -0.834678 -3.563505 6.031866 0.354 -0.469 0.185 -0.033
C -0.086580 -3.709030 3.643691 -0.116 -0.784 -1.303 -0.042
N 1.420531 -4.351963 5.508544 0.066 1.440 1.339 -0.088
O 1.052332 -5.762214 5.584962 0.580 1.053 -1.807 -0.024
H 2.296652 -5.255072 3.121218 -0.089 0.342 0.286 0.062
H 3.756008 -4.180201 3.011275 -0.409 0.339 -0.147 0.064
H 3.827456 -5.621746 3.889033 -0.088 -0.388 -0.078 0.065
H 3.349075 -4.447482 7.323842 -0.705 0.668 -0.326 0.074
H 3.483980 -5.750697 6.236797 0.480 -0.287 0.154 0.060
H 4.765246 -4.530551 6.405502 0.109 0.169 -0.940 0.074
H 3.146581 -2.315748 6.142845 -0.342 0.210 0.303 0.105
H 4.210094 -2.233055 4.895777 0.178 -0.883 -0.900 0.117
H 2.413316 -0.636281 4.456496 -0.059 0.206 0.565 0.100
H 2.102852 -1.779170 3.320935 -0.383 -0.704 -0.114 0.091
H -0.014000 -1.378631 4.653996 -0.021 -0.004 -0.568 0.113
H 0.619909 -1.678789 6.136254 1.351 0.307 0.330 0.117
H -1.641229 -2.863136 5.814953 -0.221 -0.282 -0.305 0.075
H -0.555744 -3.371222 7.067882 0.515 0.343 -0.037 0.081
H -1.144478 -4.607600 6.076556 -0.577 0.086 -0.448 0.074
H 0.818110 -3.782501 3.040179 -0.188 0.470 -0.326 0.055
H -0.748796 -2.924764 3.276944 0.073 -0.054 -0.221 0.073
H -0.570743 -4.674160 3.494623 -0.208 -0.111 0.300 0.093
H 0.733484 -5.981668 6.463467 0.232 0.738 0.410 0.090
O 0.178943 0.892755 -8.548836 1.952 -1.611 3.858 0.111
C 0.642940 0.336392 -7.530192 -3.249 2.669 -3.666 -0.508
O 1.432109 -0.702874 -7.557267 1.024 -0.212 -0.564 0.088
C 1.531187 -1.318001 -6.275536 -1.181 0.252 -0.856 -0.018
C 0.806305 -0.320788 -5.396832 0.216 0.488 0.623 -0.330
F 1.719058 0.326017 -4.641803 0.551 0.426 0.868 0.065
O 0.234804 0.649454 -6.243318 0.359 -1.201 -0.906 0.128
H 0.878424 -2.183965 -6.385576 0.770 -0.619 0.449 0.146
H 2.590487 -1.442689 -6.050966 -0.380 -0.379 0.316 0.154
H 0.058473 -0.757019 -4.734592 -0.069 0.148 -0.038 0.155
O 1.041017 -0.707462 1.167050 -1.520 1.157 0.777 0.157
C 0.151266 -0.157606 0.562036 3.457 -0.976 -0.374 -0.591
O 0.017796 1.129455 0.305719 1.828 1.698 1.681 0.051
C -0.922218 1.416066 -0.711441 -0.460 -0.352 1.990 -0.017
C -1.087916 0.029319 -1.310348 -1.434 1.501 1.972 -0.315
F -0.305456 0.025346 -2.352709 1.750 -1.086 -2.564 0.111
O -0.571792 -0.827534 -0.294236 -2.857 -1.363 -2.430 0.138
H -1.755734 1.728520 -0.082383 -0.669 0.431 -0.979 0.149
H -0.478799 2.179830 -1.350302 -0.400 -0.182 -0.196 0.136
H -2.122212 -0.141567 -1.608892 0.117 -0.863 0.262 0.154